Record 1
Formula: C76H65BiN2O5P4S4
Source: the Open Molecules 2025 dataset
Level of theory: ωB97M-V/def2-TZVPD

Total charge: 0
LUMO, Ha: -0.0023
F_max, eV Å⁻¹: 1.6
2S+1: 1
HOMO energy, eV: -7.39

XYZ file:
```
157
Properties=species:S:1:pos:R:3:lowdin_charge:R:1
Bi 0.7801 0.2234 -0.5518 1.26
O 0.4518 3.6703 1.4539 -0.53
S -0.1728 2.4289 1.9055 0.79
C 0.4567 2.2440 3.6005 -0.36
C 0.9394 3.3823 4.2242 -0.08
C 1.5701 3.2766 5.4480 -0.06
C 1.7308 2.0289 6.0323 -0.06
C 1.2694 0.8938 5.3955 -0.09
C 0.6360 0.9852 4.1579 -0.38
P 0.0775 -0.5350 3.2774 1.10
C 1.4361 -1.6507 3.8091 -0.37
C 2.7242 -1.2291 3.4846 -0.14
C 3.8105 -2.0438 3.7289 -0.08
C 3.6277 -3.3051 4.2685 -0.08
C 2.3544 -3.7234 4.6113 -0.08
C 1.2613 -2.9002 4.3940 -0.11
C -1.2835 -1.0131 4.4160 -0.34
C -1.8156 -0.1231 5.3424 -0.09
C -2.9428 -0.4539 6.0720 -0.08
C -3.5573 -1.6798 5.8918 -0.09
C -3.0263 -2.5799 4.9832 -0.07
C -1.9066 -2.2477 4.2448 -0.12
C -1.8666 3.0397 2.1920 -0.35
C -2.2443 3.7316 3.3278 -0.06
C -3.4314 4.4475 3.3213 -0.06
C -4.2113 4.4856 2.1780 -0.06
C -3.8311 3.7765 1.0519 -0.07
C -2.6543 3.0337 1.0420 -0.35
P -2.0072 2.1068 -0.4314 1.07
C -3.5222 1.2294 -1.0068 -0.35
C -4.6559 1.0317 -0.2278 -0.10
C -5.7456 0.3472 -0.7367 -0.07
C -5.7221 -0.1457 -2.0292 -0.08
C -4.5991 0.0518 -2.8169 -0.09
C -3.5026 0.7219 -2.3076 -0.11
C -2.0733 3.4862 -1.6384 -0.34
C -3.2696 3.8924 -2.2223 -0.10
C -3.2730 4.8871 -3.1814 -0.08
C -2.0815 5.4646 -3.5910 -0.08
C -0.8881 5.0664 -3.0106 -0.07
C -0.8857 4.0956 -2.0237 -0.09
H 0.8551 4.3262 3.7030 0.12
H 1.9525 4.1598 5.9360 0.11
H 2.2544 1.9351 6.9706 0.11
H 1.4125 -0.0828 5.8342 0.12
H 2.8758 -0.2553 3.0410 0.08
H 4.8020 -1.6957 3.4869 0.10
H 4.4747 -3.9582 4.4190 0.10
H 2.2106 -4.6987 5.0535 0.10
H 0.2780 -3.2317 4.6958 0.09
H -1.3638 0.8463 5.4879 0.10
H -3.3464 0.2555 6.7794 0.10
H -4.4543 -1.9232 6.4422 0.10
H -3.4943 -3.5424 4.8362 0.11
H -1.5356 -2.9358 3.4988 0.07
H -1.6164 3.7265 4.2089 0.10
H -3.7389 4.9928 4.2001 0.11
H -5.1154 5.0797 2.1508 0.11
H -4.4444 3.8223 0.1667 0.10
H -4.7049 1.4036 0.7840 0.08
H -6.6195 0.2043 -0.1172 0.11
H -6.5799 -0.6730 -2.4197 0.10
H -4.5822 -0.3114 -3.8356 0.10
H -2.6286 0.8683 -2.9242 0.09
H -4.2043 3.4205 -1.9535 0.10
H -4.2109 5.2005 -3.6198 0.10
H -2.0919 6.2194 -4.3661 0.10
H 0.0516 5.4956 -3.3261 0.08
H 0.0474 3.8050 -1.5661 0.05
S 2.9604 -0.7338 0.2039 0.57
C 3.8557 0.7256 0.6563 -0.66
C 5.0506 0.5551 1.3493 -0.14
C 5.7546 1.6397 1.8325 -0.09
C 5.2691 2.9240 1.6288 -0.09
C 4.1107 3.1060 0.9014 -0.13
C 3.4023 2.0164 0.3984 -0.65
S 1.9891 2.3796 -0.5832 0.63
H 5.3991 -0.4523 1.5070 0.09
H 6.6720 1.4827 2.3790 0.10
H 5.7921 3.7795 2.0312 0.10
H 3.7196 4.0931 0.7139 0.11
N -1.6854 -2.4012 -1.0790 -0.39
P -1.1832 -2.3104 0.5816 0.94
C -1.4006 -4.0989 0.9827 -0.40
C -2.2967 -4.9341 0.3186 -0.13
C -2.3441 -6.2842 0.6147 -0.08
C -1.4934 -6.8216 1.5694 -0.08
C -0.5901 -6.0001 2.2209 -0.08
C -0.5406 -4.6498 1.9249 -0.12
C -2.7165 -1.6230 1.3535 -0.35
C -2.6600 -0.3165 1.8286 -0.19
C -3.6795 0.2010 2.6068 -0.09
C -4.8063 -0.5591 2.8641 -0.07
C -4.9064 -1.8339 2.3365 -0.08
C -3.8589 -2.3732 1.6114 -0.08
P -0.5346 -1.9715 -2.3232 0.96
C -1.2684 -2.9849 -3.6755 -0.33
C -2.6200 -2.8465 -3.9808 -0.10
C -3.1449 -3.4362 -5.1168 -0.09
C -2.3235 -4.1598 -5.9648 -0.09
C -0.9849 -4.3260 -5.6532 -0.08
C -0.4566 -3.7387 -4.5177 -0.09
C 0.8882 -3.0411 -1.8937 -0.41
C 0.7534 -4.2648 -1.2499 -0.09
C 1.8765 -4.9981 -0.9117 -0.06
C 3.1389 -4.5387 -1.2498 -0.08
C 3.2744 -3.3571 -1.9580 -0.11
C 2.1560 -2.6085 -2.2755 -0.18
H -2.5363 -1.8663 -1.2507 0.03
H -2.9327 -4.5329 -0.4582 0.10
H -3.0416 -6.9264 0.0942 0.10
H -1.5309 -7.8777 1.7967 0.10
H 0.0897 -6.4128 2.9517 0.10
H 0.1907 -4.0192 2.4119 0.08
H -1.7988 0.3007 1.5991 0.01
H -3.5917 1.1961 3.0193 0.11
H -5.6058 -0.1560 3.4665 0.11
H -5.7946 -2.4231 2.5162 0.11
H -3.9308 -3.3927 1.2657 0.09
H -3.2603 -2.2743 -3.3241 0.07
H -4.1937 -3.3195 -5.3516 0.10
H -2.7286 -4.5935 -6.8664 0.10
H -0.3450 -4.9073 -6.3009 0.10
H 0.5888 -3.8742 -4.2773 0.10
H -0.2294 -4.6481 -1.0332 0.09
H 1.7641 -5.9357 -0.3855 0.11
H 4.0148 -5.1130 -0.9846 0.10
H 4.2509 -3.0027 -2.2539 0.11
H 2.2709 -1.6837 -2.8202 0.08
C 7.3312 0.7275 -2.7868 -0.04
C 6.2922 1.7052 -3.2399 -0.26
C 6.0046 1.8679 -4.5903 -0.02
C 4.9948 2.7216 -4.9953 -0.06
C 4.2661 3.4141 -4.0467 -0.29
C 4.5639 3.3052 -2.7040 -0.05
C 5.5786 2.4519 -2.3073 -0.01
S 2.9406 4.4613 -4.6103 0.66
O 3.3143 5.0233 -5.8832 -0.31
O 2.5426 5.3798 -3.5895 -0.30
N 1.6288 3.4240 -4.8632 -0.11
C 1.8443 2.0199 -5.0993 -0.24
C 0.5770 1.2107 -4.7976 -0.06
C 0.4663 0.9242 -3.3159 -0.74
O -0.5251 1.2394 -2.6612 -0.17
O 1.4390 0.2977 -2.7843 -0.28
H 7.9374 0.3885 -3.6236 0.08
H 6.8407 -0.1343 -2.3320 0.09
H 7.9789 1.1770 -2.0373 0.08
H 6.5714 1.3206 -5.3282 0.11
H 4.7627 2.8604 -6.0382 0.12
H 3.9989 3.8798 -1.9891 0.09
H 5.8151 2.3549 -1.2587 0.11
H 1.0493 3.8462 -5.5763 0.11
H 2.6273 1.6801 -4.4191 0.11
H 2.1687 1.8235 -6.1314 0.12
H 0.6473 0.2535 -5.3169 0.13
H -0.3137 1.7480 -5.1181 0.12
```

=====

Record 2
Formula: C20H25FN4O2
Source: the Open Molecules 2025 dataset
Level of theory: ωB97M-V/def2-TZVPD

Total charge: 0
LUMO, Ha: 0.0210
F_max, eV Å⁻¹: 0.6
2S+1: 1
HOMO energy, eV: -8.68

XYZ file:
```
52
Properties=species:S:1:pos:R:3:lowdin_charge:R:1
C 4.1727 1.4412 -0.6413 0.00
C 3.2367 0.4769 -1.2693 -0.38
N 2.3167 0.8007 -2.1424 0.10
C 1.6948 -0.3564 -2.4915 -0.16
C 2.2480 -1.4002 -1.8138 -0.08
N 3.2325 -0.8630 -1.0238 -0.05
C 4.0617 -1.6000 -0.1070 -0.13
C 3.2493 -2.3998 0.9181 -0.15
C 2.4835 -1.5232 1.9105 -0.16
N 1.4534 -0.7323 1.2757 0.09
C 1.4548 0.6171 1.3254 -0.46
O 2.2866 1.2334 1.9634 0.05
C 0.3734 1.3454 0.5351 -0.20
C -0.2686 2.4280 1.4016 -0.14
C -1.1504 3.2972 0.5209 -0.08
C -2.1084 2.5204 -0.3609 -0.45
O -3.1039 3.0458 -0.8256 0.05
N -1.7739 1.2431 -0.6639 -0.02
C -2.6568 0.4849 -1.5359 -0.08
C -3.5821 -0.3968 -0.7395 -0.13
C -4.7675 0.1085 -0.2186 -0.02
C -5.6035 -0.6849 0.5467 -0.08
C -5.2688 -2.0036 0.8077 -0.08
C -4.0897 -2.5291 0.3096 -0.01
C -3.2672 -1.7173 -0.4481 -0.23
F -2.1038 -2.2414 -0.9164 0.05
C -0.7333 0.4649 -0.0239 -0.12
H 3.9701 1.5429 0.4248 0.06
H 5.2072 1.1288 -0.7789 0.08
H 4.0299 2.4079 -1.1144 0.09
H 0.9030 -0.3604 -3.2138 0.10
H 2.0415 -2.4504 -1.8399 0.11
H 4.7062 -0.8897 0.4140 0.12
H 4.6945 -2.2931 -0.6756 0.13
H 3.9397 -3.0294 1.4812 0.12
H 2.5467 -3.0553 0.3994 0.10
H 3.1566 -0.8160 2.4016 0.12
H 2.0289 -2.1635 2.6754 0.12
H 0.7860 -1.2262 0.7077 0.13
H 0.8935 1.8313 -0.3002 0.15
H -0.8641 1.9573 2.1884 0.13
H 0.5076 3.0273 1.8786 0.12
H -1.7435 3.9949 1.1144 0.12
H -0.5293 3.8933 -0.1541 0.13
H -3.2410 1.2117 -2.1043 0.13
H -2.0443 -0.1127 -2.2172 0.13
H -5.0187 1.1386 -0.4207 0.12
H -6.5207 -0.2741 0.9398 0.10
H -5.9220 -2.6251 1.4009 0.10
H -3.8006 -3.5509 0.4999 0.12
H -0.3317 -0.2133 -0.7858 0.10
H -1.1816 -0.1335 0.7857 0.14
```

=====

Record 3
Formula: C25H36N4O4
Source: the Open Molecules 2025 dataset
Level of theory: ωB97M-V/def2-TZVPD

Total charge: 0
LUMO, Ha: 0.0193
F_max, eV Å⁻¹: 1.1
2S+1: 1
HOMO energy, eV: -8.59

XYZ file:
```
69
Properties=species:S:1:pos:R:3:lowdin_charge:R:1
C 4.0890 9.0495 5.2571 -0.12
C 4.2816 7.9924 4.1763 -0.28
C 3.8120 8.4939 2.8118 -0.23
C 4.1030 7.5199 1.6720 -0.21
C 3.2975 6.2265 1.7663 -0.12
C 3.4898 5.3638 0.5282 -0.46
O 4.1806 5.6821 -0.4103 0.08
N 2.7850 4.1929 0.6080 0.12
C 2.6967 3.1513 -0.3180 -0.21
C 3.3901 3.1515 -1.5278 0.00
C 3.2526 2.0821 -2.3939 -0.07
C 2.4374 1.0094 -2.0834 -0.04
C 1.7392 0.9999 -0.8757 -0.17
C 0.8738 -0.1046 -0.5147 -0.23
N 0.2309 -0.1463 0.5865 0.13
O -0.5073 -1.2795 0.6935 -0.05
C -0.3602 -2.1012 -0.4919 -0.38
C 0.6259 -1.3249 -1.3727 -0.02
C 0.0693 -3.5112 -0.0819 -0.02
C -1.2242 -4.2936 0.1337 -0.15
C -1.2231 -5.6087 -0.6821 -0.49
N -2.2096 -6.4406 -0.3253 0.20
O -0.4040 -5.8408 -1.5450 0.06
N -2.2962 -3.4232 -0.3505 0.02
C -3.5689 -3.6108 0.0493 -0.44
O -3.8633 -4.5396 0.7911 0.03
C -4.5975 -2.6204 -0.4603 -0.10
C -6.0092 -3.2134 -0.4692 -0.19
C -6.3462 -3.9173 -1.7847 -0.22
C -5.4946 -5.1500 -2.0910 -0.25
C -5.7661 -6.3084 -1.1390 -0.11
C -1.7550 -2.3144 -1.0983 -0.05
C 1.8769 2.0753 -0.0008 0.03
H 3.0393 9.3236 5.3399 0.07
H 4.4232 8.6767 6.2225 0.07
H 4.6577 9.9460 5.0201 0.07
H 5.3389 7.7247 4.1158 0.11
H 3.7254 7.0954 4.4556 0.10
H 4.3175 9.4377 2.5959 0.11
H 2.7390 8.6984 2.8515 0.11
H 3.8685 7.9985 0.7194 0.12
H 5.1664 7.2756 1.6570 0.12
H 2.2331 6.4579 1.8657 0.13
H 3.6020 5.6476 2.6409 0.12
H 2.2373 4.0469 1.4454 0.14
H 4.0260 3.9835 -1.7774 0.10
H 3.7934 2.0885 -3.3282 0.11
H 2.3459 0.1854 -2.7736 0.11
H 1.5480 -1.8816 -1.5432 0.13
H 0.1936 -1.0540 -2.3368 0.13
H 0.6262 -3.9858 -0.8937 0.12
H 0.6878 -3.4833 0.8128 0.14
H -1.4174 -4.5303 1.1847 0.16
H -2.3452 -7.2902 -0.8491 0.12
H -2.9406 -6.1075 0.2951 0.07
H -4.5626 -1.7601 0.2143 0.13
H -4.3351 -2.2820 -1.4627 0.11
H -6.7341 -2.4112 -0.3175 0.11
H -6.1002 -3.9091 0.3648 0.11
H -7.3962 -4.2181 -1.7564 0.11
H -6.2345 -3.1996 -2.6029 0.11
H -4.4347 -4.8878 -2.0503 0.09
H -5.7125 -5.4705 -3.1132 0.11
H -6.8268 -6.5498 -1.1273 0.07
H -5.2178 -7.1934 -1.4548 0.07
H -5.4563 -6.0544 -0.1295 0.05
H -1.6665 -2.5736 -2.1612 0.15
H -2.3601 -1.4153 -0.9833 0.14
H 1.3301 2.0499 0.9297 0.11
```

=====

Record 4
Formula: C27H54BrIN4O9PS4
Source: the Open Molecules 2025 dataset
Level of theory: ωB97M-V/def2-TZVPD

Total charge: +1
LUMO, Ha: -0.1618
F_max, eV Å⁻¹: 3.5
2S+1: 1
HOMO energy, eV: -10.22

XYZ file:
```
101
Properties=species:S:1:pos:R:3:lowdin_charge:R:1
C -2.8446 3.4081 2.9808 -0.02
C -3.9101 3.7162 1.8357 -0.44
O -4.5795 4.7327 1.9841 0.07
N -4.0507 2.8256 0.6844 0.00
C -2.7412 2.7035 -0.0021 -0.22
C -1.9773 1.3287 0.3034 -0.16
C -0.5086 1.5248 -0.2668 -0.19
C 0.2286 0.1853 -0.6206 -0.17
N 0.5668 -0.6839 0.5589 -0.10
C 0.8527 -1.9619 -0.1225 -0.26
N 0.0636 -2.9978 -0.3024 0.28
N 2.2488 -1.9290 -0.5531 0.06
C 2.9874 -0.8912 0.2089 -0.76
Br 4.7974 -1.2874 0.8502 0.78
C 1.8613 -0.4894 1.2443 -0.99
I 2.3580 1.4273 2.1247 0.96
P 1.7946 -1.6409 2.7794 0.85
C 0.0614 -1.7273 3.4828 -0.28
C 2.4871 -3.3501 2.4010 -0.33
H -2.9549 2.3155 3.2294 0.07
H -3.1130 3.9847 3.9102 0.08
H -1.7964 3.6577 2.6671 0.08
H -4.4461 1.9204 0.9497 0.12
H -2.8021 2.8605 -1.1281 0.10
H -2.0361 3.5134 0.3630 0.12
H -1.9881 1.1524 1.4154 0.10
H -2.5527 0.5368 -0.2632 0.12
H 0.0623 2.2200 0.4001 0.06
H -0.6414 2.0778 -1.2485 0.11
H 1.0977 0.4355 -1.2958 0.13
H -0.4936 -0.4135 -1.2630 0.14
H -0.8796 -2.9817 -0.7179 0.11
H 0.4688 -3.9185 -0.0839 0.16
H 2.1005 -1.6734 -1.5475 0.16
H 3.1465 0.0707 -0.3651 0.07
H -0.2303 -2.8223 3.5236 0.05
H -0.7079 -1.1345 2.9234 0.04
H 0.1299 -1.3912 4.5555 0.01
H 3.1948 -3.7053 3.2028 0.05
H 1.6261 -4.0857 2.4032 0.03
H 3.0046 -3.4442 1.4091 0.00
C -1.6165 2.1799 7.9351 -0.22
C -1.3218 0.8944 8.7135 -0.21
C -0.5287 -0.0316 7.7867 -0.22
S 0.3605 1.0359 6.6549 0.65
O -0.1522 0.8206 5.3191 -0.36
O 1.7713 0.9776 6.9503 -0.32
C -0.3013 2.5743 7.2737 -0.23
H -1.9898 2.9712 8.5862 0.12
H -2.3754 1.9838 7.1717 0.12
H -0.7224 1.1328 9.5966 0.12
H -2.2376 0.4132 9.0600 0.12
H 0.1846 -0.6425 8.3387 0.11
H -1.1886 -0.6706 7.1986 0.10
H -0.4259 3.2799 6.4535 0.11
H 0.4053 2.9690 8.0057 0.11
C -3.4296 -7.0336 -2.9685 -0.21
C -3.7987 -6.1237 -4.1435 -0.21
C -3.3890 -4.6971 -3.7657 -0.21
S -2.0164 -4.8577 -2.6280 0.67
O -2.4238 -4.3528 -1.3289 -0.35
O -0.8031 -4.4020 -3.2686 -0.33
C -2.0115 -6.6413 -2.5709 -0.23
H -3.4917 -8.0884 -3.2376 0.12
H -4.1148 -6.8566 -2.1343 0.12
H -3.2506 -6.4401 -5.0353 0.12
H -4.8626 -6.1776 -4.3773 0.12
H -3.0689 -4.1239 -4.6351 0.11
H -4.1938 -4.1719 -3.2501 0.11
H -1.7342 -6.9796 -1.5732 0.11
H -1.2840 -6.9945 -3.3038 0.11
C 5.5956 -0.8230 -3.1210 -0.23
C 5.8603 -2.1200 -2.3506 -0.27
C 6.6431 -3.0533 -3.2786 -0.22
S 7.5603 -1.9940 -4.3966 0.67
O 7.0543 -2.1892 -5.7328 -0.31
O 8.9662 -2.0801 -4.0895 -0.32
C 6.9221 -0.4476 -3.7694 -0.23
H 5.2316 -0.0287 -2.4653 0.10
H 4.8390 -0.9990 -3.8923 0.12
H 6.4564 -1.8993 -1.4622 0.07
H 4.9325 -2.5873 -2.0142 0.09
H 7.3405 -3.6817 -2.7262 0.11
H 5.9766 -3.6755 -3.8766 0.11
H 6.8169 0.2664 -4.5847 0.11
H 7.6303 -0.0715 -3.0291 0.11
C -1.8215 7.0646 -4.4389 -0.22
C -3.1089 6.8905 -3.6280 -0.21
C -3.4751 5.4041 -3.6619 -0.21
S -1.9334 4.5141 -3.8612 0.68
O -1.9434 3.8518 -5.1426 -0.31
O -1.6289 3.8039 -2.6357 -0.36
C -0.8859 5.9555 -3.9734 -0.23
H -1.3787 8.0501 -4.2894 0.12
H -2.0374 6.9490 -5.5049 0.12
H -2.9335 7.2031 -2.5946 0.12
H -3.9204 7.5039 -4.0218 0.12
H -3.9580 5.0850 -2.7384 0.10
H -4.1115 5.1671 -4.5148 0.11
H -0.0664 5.7635 -4.6644 0.11
H -0.4958 6.1622 -2.9751 0.11
```

=====

Record 5
Formula: C4H4FNOS
Source: the Open Molecules 2025 dataset
Level of theory: ωB97M-V/def2-TZVPD

Total charge: 0
LUMO, Ha: 0.0256
F_max, eV Å⁻¹: 2.1
2S+1: 1
HOMO energy, eV: -8.52

XYZ file:
```
12
Properties=species:S:1:pos:R:3:lowdin_charge:R:1
C 2.3647 -1.5184 0.0398 -0.02
C 1.1776 -0.6131 -0.0090 -0.27
N -0.0714 -1.1346 -0.0970 0.13
C -0.8719 -0.1434 0.0556 -0.78
S -2.6074 -0.0453 -0.0077 0.86
O -0.2699 1.0540 0.0878 0.09
C 1.0357 0.7412 -0.0331 -0.28
F 1.8617 1.7770 -0.0461 0.14
H 3.2680 -0.9095 -0.1542 0.09
H 2.5428 -1.9142 1.0241 0.07
H 2.3340 -2.3353 -0.6627 0.08
H -2.7600 -1.3964 -0.0126 -0.10
```

=====

Record 6
Formula: C5H9MgNiO4
Source: the Open Molecules 2025 dataset
Level of theory: ωB97M-V/def2-TZVPD

Total charge: +1
LUMO (alpha / beta), Ha: -0.1811 / -0.1790
Expectation value of S²: 2.009
F_max, eV Å⁻¹: 2.4
2S+1: 3
HOMO energy (alpha / beta), eV: -12.15 / -12.17

XYZ file:
```
20
Properties=species:S:1:pos:R:3:mulliken_spin:R:1
O 2.5879 -0.6928 0.5866 0.04
C 2.3599 -1.8530 -0.0176 0.01
C 1.1360 -2.1327 -0.4879 -0.01
O 0.1156 -1.2591 -0.1213 0.02
C -0.7389 -0.7962 -1.1715 0.00
C -1.6909 0.1825 -0.5315 0.01
O -0.9136 1.1367 0.1909 0.02
C -1.6590 2.2435 0.6888 0.00
Ni 0.8070 0.4071 0.9425 1.68
H 3.2102 -2.4996 -0.2531 0.00
H 0.8578 -3.0019 -1.0804 0.00
H -1.2968 -1.6337 -1.6119 0.00
H -2.3660 -0.3235 0.1755 0.00
H -2.2806 0.6922 -1.3065 0.00
H -0.9537 2.9158 1.1885 0.00
H -2.1428 2.7696 -0.1447 0.00
H -2.4122 1.8914 1.4083 0.00
Mg 3.4810 0.5622 1.7570 -0.01
O 2.0175 1.7041 1.7588 0.24
H -0.1184 -0.3127 -1.9703 0.00
```

=====

In order of appearance, relative energy (zero: lowest compared OMol25 entry of this formula, charge and spin) = 0.0; 0.0; 9.9; 69.9; 8.7; 0.0 kcal per mole.